Model P:
The following is a quantum chemistry calculation of a cluster of 2 separate species, CHF3N2 in total, from OMol25.

Output
Kohn-Sham gap (spin up / spin down) ... 0.3529 / 0.3081 Eh
2S+1 ... 1

Last column: natural (NBO) charge in e.
Cartesian coordinates (Å):
F: 1.822 -1.963 0.764  -0.25
F: -1.531 0.334 1.209  -0.21
F: -1.736 1.202 -0.792  -0.23
N: -0.923 1.155 0.300  0.39
N: 0.968 -0.753 0.495  -0.06
C: 0.630 -0.213 -0.491  0.12
H: 0.770 0.238 -1.485  0.24


Model Q:
The following is a quantum chemistry calculation of a cluster of 2 separate species, CHF3N2 in total, from OMol25.

Output
Kohn-Sham gap (spin up / spin down) ... 0.3824 / 0.2850 Eh
2S+1 ... 1

Last column: natural (NBO) charge in e.
Cartesian coordinates (Å):
F: -1.394 0.763 0.676  -0.26
F: 1.326 -0.848 -1.279  -0.26
F: -0.522 1.561 -1.105  -0.24
N: 0.942 -0.853 0.952  -0.69
N: -1.386 0.592 -0.697  0.35
C: 0.682 -0.831 -0.209  0.68
H: 0.353 -0.384 1.661  0.43


Most stable structure: model Q


Model P:
The following is a quantum chemistry calculation of the molecule ClF, from OMol25.

Output
Kohn-Sham gap ... 0.4244 Eh
2S+1 ... 1
Structure (SMILES) ... FCl

Last column: natural (NBO) charge in e.
Cartesian coordinates (Å):
Cl: 0.000 0.000 0.759  0.37
F: 0.000 0.000 -0.759  -0.37


Model Q:
The following is a quantum chemistry calculation of the molecule ClF, from OMol25.

Output
Kohn-Sham gap ... 0.4139 Eh
2S+1 ... 1
Structure (SMILES) ... FCl

Last column: natural (NBO) charge in e.
Cartesian coordinates (Å):
Cl: -0.455 -0.044 0.646  0.36
F: 0.455 0.044 -0.646  -0.36


Most stable structure: model Q


Model P:
The following is a quantum chemistry calculation of the molecule C3H4OS, from OMol25.

Output
Kohn-Sham gap (spin up / spin down) ... 0.2597 / 0.2037 Eh
2S+1 ... 3
⟨S²⟩ ... 2.015

Last column: natural (NBO) charge in e.
Cartesian coordinates (Å):
S: 0.604 -1.291 0.643  0.23
O: 3.585 0.596 0.345  -0.43
C: -0.557 0.059 0.508  -0.77
C: 2.876 -0.029 -0.306  0.48
C: 1.807 -0.552 -0.779  -0.45
H: -1.556 -0.496 0.729  0.23
H: -0.560 0.893 1.324  0.24
H: -0.533 0.525 -0.381  0.21
H: 1.518 -1.020 -1.765  0.25


Model Q:
The following is a quantum chemistry calculation of a cluster of 2 separate species, C3H4OS in total, from OMol25.

Output
Kohn-Sham gap (spin up / spin down) ... 0.3003 / 0.2603 Eh
2S+1 ... 3
⟨S²⟩ ... 2.010

Last column: natural (NBO) charge in e.
Cartesian coordinates (Å):
S: 0.858 1.056 1.607  0.22
O: 0.975 -1.466 -1.302  -0.49
C: -0.662 0.384 -0.868  -0.50
C: -0.034 0.114 0.513  -0.33
C: 0.286 -0.659 -0.703  0.52
H: -1.344 -1.078 1.439  -0.01
H: -1.726 0.126 -0.916  0.24
H: -0.255 1.209 -1.337  0.22
H: 1.902 0.314 1.568  0.13


Most stable structure: model P


Model P:
The following is a quantum chemistry calculation of a cluster of 2 separate species, C3H4OS in total, from OMol25.

Output
Kohn-Sham gap (spin up / spin down) ... 0.2513 / 0.2558 Eh
2S+1 ... 3
⟨S²⟩ ... 2.029

Last column: natural (NBO) charge in e.
Cartesian coordinates (Å):
S: -1.220 0.738 -1.932  0.37
O: -0.025 -1.329 -1.266  -0.48
C: -0.026 0.030 1.601  -0.61
C: -0.540 -0.200 -0.458  0.04
C: 0.375 -0.030 -1.520  -0.14
H: -0.989 0.167 2.166  0.20
H: 0.611 -0.723 1.971  0.19
H: 0.488 0.954 1.344  0.18
H: 1.326 0.393 -1.907  0.25


Model Q:
The following is a quantum chemistry calculation of the molecule C3H4OS, from OMol25.

Output
Kohn-Sham gap (spin up / spin down) ... 0.2090 / 0.2477 Eh
2S+1 ... 3
⟨S²⟩ ... 2.016

Last column: natural (NBO) charge in e.
Cartesian coordinates (Å):
S: 1.778 -0.489 0.388  0.67
O: 2.242 0.970 -0.216  -0.86
C: -1.992 0.392 0.819  -0.26
C: -1.072 -0.093 0.203  -0.06
C: -0.060 -0.709 -0.564  -0.68
H: -2.952 0.605 1.169  0.23
H: -0.074 -1.718 -0.667  0.22
H: 1.877 1.515 0.477  0.49
H: 0.253 -0.473 -1.609  0.24


Most stable structure: model Q


Model P:
The following is a quantum chemistry calculation of a cluster of 2 separate species, C2H7N3O2 in total, from OMol25.

Output
Kohn-Sham gap (spin up / spin down) ... 0.2971 / 0.2972 Eh
2S+1 ... 1
Structure (SMILES) ... [O-]/[NH+]=C/O.[H]/N=C\N

Last column: natural (NBO) charge in e.
Cartesian coordinates (Å):
O: 2.499 -1.022 1.405  -0.67
O: -0.717 -1.934 2.538  -0.60
N: 0.279 -1.288 2.050  -0.11
N: 0.414 0.411 -0.153  -0.81
N: -1.418 1.056 -1.479  -0.78
C: 1.495 -1.746 1.893  0.31
C: -0.812 0.569 -0.403  0.31
H: 0.232 -0.349 1.581  0.37
H: -1.422 0.431 0.553  0.18
H: 1.125 0.579 -0.963  0.34
H: 2.295 -0.387 0.799  0.50
H: -0.882 1.051 -2.255  0.38
H: -2.380 1.119 -1.477  0.40
H: 1.794 -2.633 2.412  0.17


Model Q:
The following is a quantum chemistry calculation of a structure of composition C2H7N3O2, from OMol25.

Output
Kohn-Sham gap ... 0.3588 Eh
2S+1 ... 1

Last column: natural (NBO) charge in e.
Cartesian coordinates (Å):
O: -1.837 -2.015 -0.738  -0.54
O: 0.095 2.186 -0.447  -0.72
N: 0.590 -0.918 -0.881  -0.39
N: 1.667 -0.259 -0.025  -0.71
N: -1.711 -0.667 -0.424  -0.29
C: -0.393 -0.232 -0.344  0.37
C: -0.345 1.086 0.517  -0.17
H: -2.156 -0.361 0.487  0.37
H: -0.759 -2.158 -0.722  0.47
H: 1.180 1.939 0.039  0.49
H: 0.591 0.975 1.426  0.22
H: -1.482 1.450 0.979  0.21
H: 1.853 -0.822 0.693  0.34
H: 2.707 -0.204 -0.561  0.36


Model R:
The following is a quantum chemistry calculation of a cluster of 2 separate species, C2H7N3O2 in total, from OMol25.

Output
Kohn-Sham gap ... 0.3673 Eh
2S+1 ... 1

Last column: natural (NBO) charge in e.
Cartesian coordinates (Å):
O: -0.330 1.893 1.988  -0.70
O: 1.747 1.433 1.363  -0.67
N: -1.391 0.921 -0.177  -0.75
N: 0.697 0.177 -1.037  -0.38
N: 2.078 -0.042 -1.086  -0.65
C: -0.053 0.930 -0.205  0.37
C: 0.588 1.568 1.246  0.79
H: 0.295 -0.563 -1.559  0.38
H: -0.971 -1.267 1.235  -0.04
H: -1.866 0.085 -0.477  0.39
H: -1.089 -1.491 1.919  0.04
H: 2.508 0.589 -0.357  0.42
H: -1.658 1.361 0.620  0.43
H: 2.445 0.106 -2.008  0.36


Most stable structure: model R


Model P:
The following is a quantum chemistry calculation of a cluster of 2 separate species, C7H17N in total, from OMol25.

Output
Kohn-Sham gap ... 0.2236 Eh
2S+1 ... 1

Last column: natural (NBO) charge in e.
Cartesian coordinates (Å):
N: -0.724 -0.716 -0.474  -0.45
C: -0.161 -1.856 0.184  -0.26
C: -0.389 1.542 -1.109  -0.64
C: -1.410 0.881 1.156  -0.34
C: 0.852 -2.504 -0.760  -0.39
C: 1.950 -1.466 -1.064  -0.58
C: -0.392 0.505 0.047  -0.12
C: -1.012 2.153 1.906  -0.62
H: 0.054 1.097 -1.997  0.23
H: -2.313 1.131 0.604  0.21
H: 2.573 -1.794 -1.898  0.21
H: -1.449 1.740 -1.316  0.22
H: 1.094 -3.539 -0.524  0.20
H: 1.383 -0.584 -1.444  0.21
H: -1.226 2.999 1.254  0.21
H: 1.437 0.771 -0.603  0.06
H: 2.637 -1.205 -0.258  0.21
H: 0.049 2.217 2.156  0.21
H: -0.937 -2.619 0.362  0.20
H: 0.050 2.497 -0.849  0.21
H: 0.300 -2.525 -1.705  0.21
H: 0.275 -1.633 1.164  0.16
H: -1.610 2.307 2.801  0.22
H: -1.648 0.017 1.769  0.22
H: 0.618 0.583 0.599  0.23


Model Q:
The following is a quantum chemistry calculation of the molecule C7H17N, from OMol25.

Output
Kohn-Sham gap ... 0.3585 Eh
2S+1 ... 1
Structure (SMILES) ... CCCNCC(C)C

Last column: natural (NBO) charge in e.
Cartesian coordinates (Å):
N: -0.518 0.974 0.920  -0.62
C: 1.132 0.744 -2.556  -0.61
C: 2.349 1.008 -0.341  -0.62
C: -0.492 -0.457 1.410  -0.22
C: -2.049 -2.370 1.512  -0.64
C: -0.172 1.086 -0.539  -0.22
C: 1.125 0.383 -1.020  -0.25
C: -1.442 -1.350 0.599  -0.44
H: 2.020 1.370 -2.699  0.20
H: -2.172 -0.633 0.200  0.22
H: 2.416 0.709 0.706  0.21
H: -2.716 -1.848 2.223  0.21
H: 1.099 -0.153 -3.183  0.21
H: 2.193 2.095 -0.370  0.20
H: 3.293 0.926 -0.896  0.22
H: -2.974 -2.942 1.288  0.22
H: 0.303 1.359 -2.879  0.21
H: -0.829 -0.247 2.424  0.20
H: -1.003 0.623 -1.072  0.19
H: -0.872 -1.716 -0.268  0.20
H: 0.577 -0.750 1.415  0.17
H: -1.392 -3.067 2.025  0.21
H: 0.007 2.162 -0.681  0.20
H: 1.077 -0.709 -0.967  0.20
H: 0.223 1.509 1.361  0.34


Most stable structure: model Q